No. 1
Here is a cluster of 5 separate species, C3H16NO3S in total from the Open Molecules 2025 dataset. Energies are from ωB97M-V with the def2-TZVPD basis set.

```
24
Properties=species:S:1:pos:R:3
S -0.69188 -0.78903 -1.00594
O 2.15301 -1.69519 -2.09823
O 1.48901 1.53445 -0.43681
O 3.09892 0.87486 -2.21538
N -0.49867 0.60581 2.10144
C -1.67243 -0.06261 1.64051
C -1.38859 -1.22286 0.53689
C -2.39588 -0.71119 2.82225
H -0.11209 2.91513 -3.17631
H -0.42612 3.35037 -2.66864
H -3.29785 -1.18935 2.47105
H 2.65098 0.02054 -2.40634
H -2.68194 0.07012 3.52756
H -2.20776 -1.92763 0.39001
H -1.79800 -1.45324 3.34803
H 0.02013 0.15581 2.86986
H -0.57173 -1.76581 1.04919
H 0.10167 1.17655 1.49981
H 2.35357 -2.47753 -2.63962
H 0.82815 0.86979 -0.69946
H 2.25612 1.47826 -1.07053
H -2.33458 0.71723 1.24084
H 3.86086 0.95386 -2.80340
H 1.26511 -1.42834 -2.27679
```

Properties
Lowest unoccupied orbital energy (spin up / spin down): -12.63 / -13.47 eV
Multiplicity: 2
Highest occupied orbital energy (spin up / spin down): -18.65 / -18.05 eV
Net charge: +2

Mulliken atomic charge list, values in e, 2 entries: 0.209, -0.603

=====

No. 2
Here is a cluster of 2 separate species, C23H21F3NO2 in total from the Open Molecules 2025 dataset. Energies are from ωB97M-V with the def2-TZVPD basis set.

```
50
Properties=species:S:1:pos:R:3
F 5.52193 1.78814 1.50539
F 5.67779 0.72801 3.43299
F 6.09223 -0.32423 1.54211
O -2.01164 -1.58576 -1.26773
O -2.50656 0.60739 -1.59869
N 0.61471 -0.77208 -2.48588
C 5.27219 0.59703 2.12406
C -3.91531 0.30587 -1.39367
C 1.54499 -2.93607 -2.94592
C 1.78242 -0.18005 -2.94129
C -3.59958 0.32674 2.44852
C -2.49780 2.32941 1.61253
C 2.14085 -1.32136 1.36416
C -4.63069 1.63569 -1.48254
C -1.35929 1.58567 1.31204
C 1.53610 0.86704 2.23775
C -0.31528 0.00939 -1.83773
C 3.82890 0.22453 2.05113
C -1.63739 -0.44406 -1.56312
C -1.32886 0.18171 1.55874
C 1.13302 -0.34234 1.59138
C 2.78308 -2.35640 -3.21497
C 2.86894 -0.96017 -3.24589
C 2.86944 1.16381 2.42398
C -2.48167 -0.42411 2.13670
C 3.47084 -1.04545 1.60156
C -3.61426 1.70266 2.18749
C -0.19684 -0.61980 1.21035
C 0.46724 -2.14914 -2.58652
H 3.18946 2.12448 2.82812
H -4.85811 1.83503 -2.53473
H -2.44970 -1.50372 2.31663
H -0.48075 -2.56228 -2.27153
H 4.24272 -1.78863 1.42535
H -5.58356 1.62174 -0.94584
H 3.80519 -0.46477 -3.49658
H 3.65660 -2.97193 -3.39119
H 1.85691 -2.31011 0.98460
H -4.02454 2.44988 -1.08313
H -2.51616 3.39874 1.39309
H -0.14235 1.08028 -1.84318
H -4.24907 -0.38780 -2.18496
H -0.47351 2.04992 0.85282
H 1.78171 0.90795 -2.94344
H 0.78228 1.58547 2.55384
H -0.38213 -1.55934 0.71016
H -4.47546 -0.16804 2.87183
H 1.38633 -4.01555 -2.97580
H -4.05656 -0.18570 -0.42209
H -4.51881 2.27235 2.37910
```

Properties
Lowest unoccupied orbital energy: -5.72 eV
Highest occupied orbital energy: -10.40 eV
Net charge: +1

Mulliken atomic charge list, values in e, 2 entries: -0.240, -0.236

=====

No. 3
Here is a cluster of 2 separate species, C4H11NO2 in total from the Open Molecules 2025 dataset. Energies are from ωB97M-V with the def2-TZVPD basis set.

```
18
Properties=species:S:1:pos:R:3
O -0.29838 0.07874 4.73376
O -0.25159 2.44630 -3.39006
N -0.06042 -0.57621 0.23805
C -0.15096 1.41562 -1.24340
C -0.00975 -0.13397 -1.14556
C -0.28744 -2.01770 0.38259
C 0.41026 1.90755 -2.54428
H 0.79652 -0.31735 0.70826
H -0.08372 -2.56013 -0.54690
H -0.88490 -0.53271 -1.64380
H 0.90422 -0.45251 -1.66118
H 0.12654 0.79881 4.26037
H 0.34990 -2.47231 1.14639
H -1.19578 1.69041 -1.19519
H 0.37783 1.88452 -0.40678
H 1.50028 1.77579 -2.71185
H -1.32837 -2.21164 0.64826
H 0.08575 -0.72322 4.37132
```

Properties
SMILES: CNCCC=O.O
Lowest unoccupied orbital energy: 0.53 eV
Highest occupied orbital energy: -9.24 eV

Mulliken atomic charge list, values in e, 2 entries: -0.629, -0.457

=====

No. 4
Here is a structure of composition CHBeO3 from the Open Molecules 2025 dataset. Energies are from ωB97M-V with the def2-TZVPD basis set.

```
6
Properties=species:S:1:pos:R:3
O 1.28986 0.92549 0.52635
O 0.65828 -1.22774 0.22709
O -0.72785 0.34670 -0.29479
C 0.56474 0.03357 0.13089
Be -0.87049 -1.37391 -0.37822
H -0.91455 1.29589 -0.21131
```

Properties
Lowest unoccupied orbital energy (spin up / spin down): 0.22 / -0.55 eV
Multiplicity: 2
Highest occupied orbital energy (spin up / spin down): -7.42 / -11.43 eV

Mulliken atomic charge list, values in e, 2 entries: -0.511, -0.399

=====

No. 5
Here is a cluster of 2 separate species, C6H12O in total from the Open Molecules 2025 dataset. Energies are from ωB97M-V with the def2-TZVPD basis set.

```
19
Properties=species:S:1:pos:R:3
O -1.73678 2.10329 -0.79906
C 0.83869 0.90834 1.20424
C -1.63991 -0.85157 0.97690
C 0.78564 0.07238 0.15863
C 2.02309 -0.49197 -0.48293
C -0.87913 1.52703 -1.44959
C -0.53474 -0.98427 -0.04974
H -2.30474 -0.01593 0.73721
H -1.24295 -0.71321 1.98640
H -0.03398 -1.94714 0.08633
H -2.24455 -1.76485 0.99414
H 0.22251 1.61290 -1.21067
H -1.06212 0.87931 -2.31887
H 1.78317 1.31878 1.54783
H -0.93918 -1.06973 -1.06188
H 2.83318 0.24287 -0.50362
H 2.38012 -1.36504 0.07097
H -0.05984 1.35175 1.62104
H 1.81153 -0.81293 -1.50734
```

Properties
SMILES: C=C(C)CC.C=O
Lowest unoccupied orbital energy: 0.80 eV
Highest occupied orbital energy: -9.15 eV

Mulliken atomic charge list, values in e, 2 entries: -0.444, -0.661

=====

No. 6
Here is a structure of composition C16H33ClP2Pt from the Open Molecules 2025 dataset. Energies are from ωB97M-V with the def2-TZVPD basis set.

```
53
Properties=species:S:1:pos:R:3
Pt 1.48385 2.22091 -1.91408
Cl -1.19488 4.18875 -1.27795
P 1.48928 2.62947 -3.89084
P -0.32723 -0.94891 -5.31001
C 1.58772 1.28257 -5.15129
C 1.95386 1.59948 0.06238
C -2.03176 -3.39846 -3.26887
C 0.16815 -2.49641 -4.20626
C 0.79094 -1.82240 -6.68028
C -0.94285 -3.39987 -4.23902
C -0.16311 3.37861 -4.19717
C 0.43830 3.63630 -0.76632
C 2.87949 3.78694 -4.23102
C 0.30523 0.68121 -5.78442
C -2.64359 -1.15274 -4.21725
C 0.57354 -1.64487 -3.02235
C -3.15818 -2.31159 -3.56042
C -1.61634 -1.72936 -6.71995
C -1.46102 -0.51161 -3.80605
C -0.57718 -0.79653 -2.53398
H -0.41415 3.91767 -3.26635
H 0.56518 0.49746 -6.82542
H -0.11431 0.12010 -2.11138
H 2.52450 0.65291 0.05856
H -1.37258 -1.41682 -7.75759
H 1.00862 1.41425 0.60924
H -2.57845 -4.34710 -3.31639
H 0.63589 -2.91136 -6.80361
H -0.84088 2.52201 -4.27197
H 3.56091 3.09414 -4.75388
H 1.02345 -2.97668 -4.67217
H -0.28734 3.98343 -5.09668
H -3.28946 -0.55335 -4.85281
H -3.57372 -1.96654 -2.59732
H -1.58874 0.60037 -3.69594
H 0.93802 -2.24955 -2.20566
H -2.68939 -1.50388 -6.61049
H -1.65525 -3.30486 -2.24452
H -0.54034 1.36615 -5.81741
H 2.65859 4.69818 -4.80322
H -1.06501 -1.17989 -1.62132
H 0.36866 3.29970 0.26696
H 1.37279 -0.92247 -3.25902
H 2.15804 1.76388 -5.96085
H 0.64526 -1.34580 -7.66249
H 2.58110 2.37177 0.55146
H -4.02136 -2.69664 -4.10762
H 3.25633 4.18102 -3.28724
H -1.53843 -2.83818 -6.72082
H 1.83855 -1.65247 -6.41196
H 0.98176 4.59580 -0.79941
H -0.99712 -4.18434 -5.01390
H 2.20462 0.45828 -4.75415
```

Properties
Lowest unoccupied orbital energy (spin up / spin down): -2.20 / -1.99 eV
Multiplicity: 3
Highest occupied orbital energy (spin up / spin down): -4.41 / -6.18 eV

Mulliken atomic charge list, values in e, 2 entries: 0.070, -0.309

=====

no.,maximum force (eV/A)
1,1.94
2,2.13
3,1.11
4,4.83
5,3.54
6,6.58